This record from the Open Molecules 2025 dataset describes C6H9NO2 in the gas phase in a non-equilibrium geometry. The level of theory is ωB97M-V with the def2-TZVPD basis set.

ORCA input file:
```
! wB97M-V def2-TZVPD RIJCOSX def2/J DEFGRID3
* xyz 0 1
C 1.760 -1.424 -0.524
C 0.579 -1.196 0.068
N 0.390 -1.133 1.436
C -0.666 -1.186 -0.787
O -0.791 -1.951 -1.735
C -1.745 -0.266 -0.468
O -1.738 0.650 0.588
C -0.984 1.404 -0.243
C 0.285 1.973 0.272
H 1.811 -1.503 -1.597
H 2.689 -1.409 0.028
H 1.201 -0.978 2.011
H -0.480 -0.770 1.784
H -2.715 -0.427 -0.923
H -1.446 1.853 -1.116
H 1.149 1.477 -0.173
H 0.356 3.035 0.024
H 0.346 1.849 1.357
*
```

The calculation puts the calculated total energy at -11949.6202 eV. For the HOMO energy (spin up / spin down), the calculation gives -8.3106 / -8.3103 eV. The SMILES is C=C(N)C(=O)[C@H]1O[C@H]1C. The value obtained for the frontier orbital gap (spin up / spin down) is 0.3167 / 0.3167 Ha. The energy relative to the best compared isomer or geometry (same formula, charge and spin) is 3.6984 eV.

Löwdin atomic charge list, values in e, 8 entries: C 0.054; C -0.369; N 0.119; C -0.377; O 0.067; C -0.053; O -0.053; C -0.180